Here is a structure of composition C18H44ClFMnP2 at a distorted geometry from OMol25. Energies are from ωB97M-V with the def2-TZVPD basis set.

Last column: Löwdin spin population.
Positions of all 67 atoms, in Å:
Mn -0.037 -0.590 0.050  3.8585
Cl -0.086 -0.117 -2.200  0.0362
P 0.419 3.102 -0.168  0.0063
P -0.408 -2.868 -0.204  0.0722
F -0.030 -0.118 1.881  0.0860
C 2.074 2.924 -0.906  -0.0003
C -0.078 -3.672 1.437  0.0117
C 3.107 2.071 -0.131  -0.0019
C -1.102 3.304 2.137  -0.0002
C -1.105 -3.244 2.484  0.0008
C -2.600 -4.256 -1.102  0.0050
C -2.179 2.824 -1.306  -0.0033
C 0.832 -4.979 -1.437  0.0030
C 1.359 3.173 2.475  0.0000
C 2.073 -2.777 -1.681  0.0025
C -0.847 3.616 -1.382  0.0005
C 1.326 -3.293 1.916  0.0046
C -1.019 5.120 -1.189  0.0004
C -2.183 -2.821 -0.771  0.0136
C 2.549 4.345 -1.202  0.0001
C 0.260 3.741 1.568  0.0007
C 0.695 -3.460 -1.583  0.0092
C -3.173 -2.113 0.180  0.0044
H 1.974 -1.733 -2.003  -0.0001
H 2.678 -3.301 -2.430  0.0000
H -2.688 -1.424 0.888  0.0009
H 1.956 4.804 -1.996  0.0000
H 1.512 -3.797 2.874  0.0003
H -1.214 3.678 3.160  0.0000
H -3.774 -2.828 0.757  0.0002
H 2.620 1.412 0.601  -0.0021
H -1.969 3.666 1.556  0.0000
H 1.885 2.373 -1.851  0.0002
H -2.055 -4.634 -1.975  0.0002
H 2.377 3.397 2.123  0.0000
H 1.327 -5.382 -2.333  0.0009
H 3.857 2.678 0.388  0.0000
H -2.145 -3.480 2.209  0.0000
H -0.141 -5.475 -1.337  0.0002
H 1.385 -2.210 2.084  0.0014
H -3.860 -1.492 -0.407  -0.0003
H -1.486 0.121 -0.058  -0.0757
H -2.132 -2.208 -1.696  0.0012
H 1.448 -5.223 -0.560  0.0002
H -0.885 -3.767 3.421  0.0001
H -1.534 5.335 -0.245  0.0000
H 2.467 4.984 -0.315  0.0000
H 0.328 4.829 1.512  0.0001
H -1.613 5.549 -2.003  0.0001
H -2.037 1.807 -1.708  -0.0021
H -3.671 -4.304 -1.337  0.0014
H 3.597 4.375 -1.530  0.0000
H 2.617 -2.785 -0.726  0.0002
H -0.058 5.637 -1.183  0.0001
H 3.644 1.403 -0.814  -0.0002
H 0.142 -3.202 -2.511  -0.0001
H 1.229 2.087 2.544  -0.0002
H 1.600 -0.614 0.045  -0.0383
H -1.025 -2.170 2.675  -0.0001
H -2.945 3.325 -1.910  0.0000
H -1.124 2.205 2.168  -0.0009
H 1.259 3.587 3.485  0.0000
H -2.548 2.729 -0.278  -0.0010
H -0.416 3.406 -2.381  0.0003
H 2.125 -3.586 1.218  0.0002
H -0.146 -4.761 1.269  0.0024
H -2.407 -4.928 -0.254  0.0002

Output
HOMO-LUMO gap (spin up / spin down), eV: 5.985 / 6.102
Multiplicity: 5
Highest occupied orbital energy (spin up / spin down), eV: -3.0 / -3.1
Lowest unoccupied orbital energy (spin up / spin down), eV: 3.0 / 3.0
Relative energy (zero: lowest compared OMol25 entry of this formula, charge and spin), eV: 0.256
Calculated total energy, Eh: -3105.96858
Expectation value of S²: 6.0933
Charge: -1


Here is a cluster of 6 separate species, C43H47IN6O2 in total at a distorted geometry from OMol25. Energies are from ωB97M-V with the def2-TZVPD basis set.

Last column: Löwdin charge in e.
Positions of all 99 atoms, in Å:
I 2.817 6.407 1.230  0.7794
O 0.193 2.193 -0.820  -0.0640
O -5.187 3.966 0.657  -0.0794
N 8.886 3.019 -2.899  0.0580
N -0.267 -7.815 -0.652  0.0447
N -7.313 -0.230 0.318  -0.0639
N -4.542 -5.403 -1.594  0.0490
N 8.273 7.057 -1.381  0.0535
N -1.027 3.708 3.863  0.0564
C -4.755 -7.725 -2.220  -0.0713
C 6.514 6.791 0.251  -0.0916
C -2.786 3.442 5.495  -0.0687
C -2.146 1.403 -0.209  -0.0150
C 0.400 -4.689 -0.203  -0.1473
C 6.405 1.734 -3.032  -0.0835
C -6.673 -6.283 -2.311  -0.0744
C 0.105 -10.010 -1.586  -0.0760
C -2.934 -1.314 -0.714  -0.1212
C 1.398 4.924 0.359  -0.7160
C -4.021 -6.636 -1.776  -0.1374
C 7.376 7.197 1.264  -0.0746
C -6.443 1.008 0.459  -0.2455
C -3.697 1.828 0.144  -0.0134
C -2.659 4.374 0.832  0.0347
C -0.215 4.100 4.868  -0.1442
C -4.485 -0.904 -0.375  0.0376
C -2.438 -2.847 -1.157  -0.1655
C 7.757 3.609 -2.451  -0.1412
C -6.107 -7.541 -2.490  -0.0779
C -0.105 5.131 0.968  -0.2304
C 6.507 3.013 -2.493  -0.0743
C -4.856 0.663 0.077  -0.0379
C -0.612 4.184 6.193  -0.0730
C -0.840 -9.792 0.611  -0.0743
C -3.950 3.414 0.531  -0.2100
C -0.401 -10.601 -0.433  -0.0794
C 8.688 7.533 0.948  -0.0771
C -1.786 -0.147 -0.626  0.0401
C -0.426 -3.516 0.611  -0.2661
C 7.551 1.101 -3.503  -0.0842
C 8.757 1.777 -3.414  -0.1556
C -5.856 -5.255 -1.867  -0.1408
C -1.924 3.848 6.509  -0.0773
C -0.942 2.565 -0.186  -0.1439
C 7.005 6.735 -1.044  -0.1695
C -2.295 3.386 4.200  -0.1364
C -2.031 -3.590 0.277  -0.2130
C 0.153 -8.627 -1.647  -0.1406
C -1.217 4.018 0.517  -0.0708
C 9.085 7.450 -0.376  -0.1464
C -0.755 -8.418 0.455  -0.1506
C 1.527 5.088 -1.267  -0.2010
H -3.814 3.174 5.708  0.1036
H -6.442 1.356 1.601  0.1320
H 0.085 4.504 6.960  0.1023
H 9.385 7.853 1.715  0.1001
H 0.453 -10.613 -2.417  0.1019
H 0.799 4.356 4.570  0.1026
H 5.442 1.236 -3.083  0.1037
H -1.436 -2.683 -1.779  0.1138
H 0.082 -5.715 0.286  0.0462
H 2.303 5.939 -1.584  0.0536
H -2.884 5.420 1.358  0.1444
H -0.498 6.201 0.616  0.1334
H -3.258 -3.431 -1.764  0.0854
H 2.021 4.078 -1.668  0.0847
H 0.493 5.182 -1.808  0.0888
H 6.372 6.421 -1.869  0.1024
H -0.453 -11.682 -0.347  0.1055
H -2.468 -4.675 0.207  0.0948
H 7.505 0.105 -3.929  0.0984
H 1.753 3.836 0.698  0.1017
H -6.250 -4.254 -1.715  0.0997
H -1.088 -7.744 1.239  0.1024
H -5.304 -1.756 -0.465  0.0896
H 0.542 -8.119 -2.525  0.1051
H -2.963 -6.730 -1.549  0.0919
H -7.945 -0.332 1.155  0.0769
H -6.875 1.905 -0.155  0.1185
H -0.311 -3.788 1.767  0.1093
H -7.723 -6.107 -2.512  0.1020
H 5.633 3.533 -2.117  0.0959
H 7.887 4.608 -2.043  0.0686
H -4.284 -8.693 -2.351  0.1021
H -1.238 -10.221 1.523  0.1023
H -2.585 -2.996 1.146  0.1149
H 1.561 -4.517 -0.117  0.0796
H -7.943 -0.043 -0.498  0.0740
H 9.680 1.324 -3.766  0.0990
H 10.099 7.705 -0.674  0.1021
H 0.051 -2.446 0.491  0.1003
H 0.024 -4.666 -1.319  0.0750
H -0.051 5.156 2.137  0.0839
H 5.486 6.524 0.464  -0.0291
H -0.662 -0.388 -0.864  0.0990
H -2.272 3.903 7.536  0.1057
H 7.028 7.252 2.292  0.1053
H -2.928 3.072 3.375  0.0929
H -6.715 -8.371 -2.838  0.1054

Output
HOMO-LUMO gap, eV: 6.823
Highest occupied orbital energy, eV: -8.4
Lowest unoccupied orbital energy, eV: -1.6
Calculated total energy, Eh: -2442.86153


Here is a structure of composition C32H35AsCsN7O4S4Sb at a distorted geometry from OMol25. Energies are from ωB97M-V with the def2-TZVPD basis set.

Last column: Löwdin spin population.
Positions of all 85 atoms, in Å:
Cs -0.188 0.404 -0.186  0.0002
Sb -1.156 -2.914 -1.514  0.0000
As -2.748 0.104 -2.567  0.0001
S -0.616 -5.007 -2.811  0.0000
S -2.862 -3.636 -0.177  0.0000
S 0.586 -4.688 -1.140  0.0000
S 2.842 -0.115 -1.542  0.0000
O 3.112 1.123 -0.788  0.0000
O 0.335 -1.850 0.752  0.0002
O -8.166 0.780 2.028  0.0050
O -8.257 2.805 2.894  0.0293
N -0.897 4.996 -5.701  0.0000
N -0.259 1.862 -2.406  0.0000
N 0.912 2.056 2.610  0.1058
N 1.864 -2.813 2.141  0.0000
N -1.900 1.988 2.783  0.1370
N -0.312 -3.595 2.037  0.0000
N 0.273 3.597 -4.050  0.0000
C -0.390 4.313 -4.904  0.0000
C 4.133 -3.755 -0.223  0.0000
C -0.021 -4.728 2.879  0.0000
C 5.222 -2.064 1.102  0.0000
C 4.104 -0.199 -2.847  0.0000
C -3.924 0.807 2.429  0.0331
C -5.430 3.076 2.911  0.0011
C 5.024 -1.236 -4.796  0.0000
C -3.404 1.839 -3.194  0.0000
C -0.076 2.699 -3.208  0.0000
C -5.290 0.740 2.361  0.0124
C 6.055 -0.304 -4.796  0.0000
C 2.233 2.122 2.586  -0.0008
C -7.551 1.888 2.541  0.0221
C 2.991 3.038 3.307  0.1102
C -3.246 2.013 2.744  0.0415
C -6.092 1.875 2.600  0.0624
C 3.676 -1.441 -0.616  0.0000
C 6.095 0.688 -3.826  0.0000
C 0.228 2.943 3.382  0.0699
C -4.015 -0.064 -1.079  0.0006
C 4.038 -1.182 -3.824  0.0000
C 0.931 3.906 4.155  0.0630
C 5.023 -3.403 0.783  0.0000
C 2.301 3.951 4.113  0.0227
C -3.824 -0.986 -3.822  0.0001
C -4.062 3.155 2.981  0.0421
C 3.448 -2.773 -0.922  0.0000
C -1.192 2.903 3.414  0.2154
C 0.606 -2.736 1.582  0.0001
C 5.113 0.745 -2.849  0.0000
C 4.546 -1.077 0.400  0.0000
H -2.902 2.127 -4.118  0.0000
H -5.028 0.135 -1.439  0.0000
H -1.671 3.655 4.053  0.0137
H 0.375 -4.406 3.846  0.0000
H -3.173 2.596 -2.444  0.0000
H 5.898 -1.787 1.901  0.0000
H -3.773 0.654 -0.295  0.0006
H 2.717 -3.059 -1.670  0.0000
H 2.726 1.402 1.936  -0.0026
H -4.482 1.820 -3.364  0.0000
H -7.496 0.164 1.716  -0.0002
H 6.818 -0.347 -5.564  0.0000
H -3.737 -2.048 -3.586  0.0000
H 4.981 -2.000 -5.561  0.0000
H -3.595 4.110 3.189  0.0051
H 4.071 3.042 3.233  0.0090
H 3.225 -1.899 -3.824  0.0000
H 2.186 -3.726 2.419  0.0000
H 0.695 -5.414 2.411  0.0000
H -5.734 -0.226 2.135  -0.0002
H 5.111 1.516 -2.088  0.0000
H 0.373 4.602 4.769  0.0015
H -3.479 -0.833 -4.846  0.0000
H -3.985 -1.071 -0.659  0.0000
H 3.941 -4.796 -0.454  0.0000
H 2.846 4.687 4.694  -0.0012
H -3.319 -0.076 2.255  0.0013
H 5.553 -4.173 1.331  0.0000
H -0.948 -5.272 3.041  0.0000
H -4.876 -0.702 -3.757  0.0000
H 2.551 -2.266 1.645  0.0000
H 6.888 1.425 -3.842  0.0000
H -1.188 -3.607 1.501  0.0000
H 4.668 -0.025 0.627  0.0000
H -6.046 3.949 3.082  -0.0007

Output
HOMO-LUMO gap (spin up / spin down), eV: 4.076 / 6.209
Multiplicity: 2
Highest occupied orbital energy (spin up / spin down), eV: -0.8 / -2.9
Lowest unoccupied orbital energy (spin up / spin down), eV: 3.3 / 3.3
Relative energy (zero: lowest compared OMol25 entry of this formula, charge and spin), eV: 1.785
Calculated total energy, Eh: -6013.70785
Expectation value of S²: 0.7802
Charge: -2


Here is a cluster of 2 separate species, C6H11S in total from OMol25. Energies are from ωB97M-V with the def2-TZVPD basis set.

Last column: Löwdin charge in e.
Positions of all 18 atoms, in Å:
S -1.292 0.661 -2.007  0.1394
C 1.347 1.057 1.206  -0.2124
C -0.548 1.496 2.705  -0.0282
C -0.686 -1.026 -2.314  -0.8497
C -0.825 -1.935 -1.099  -0.2448
C -0.041 1.450 1.475  -0.2099
C 1.779 0.664 0.008  -0.0045
H -0.560 -2.982 -1.297  0.0465
H -0.660 1.603 0.596  0.0399
H 2.846 0.500 -0.118  0.0441
H -0.238 -1.556 -0.262  0.0367
H 2.009 1.033 2.071  0.0849
H -1.868 -1.924 -0.767  0.0441
H -1.196 -1.467 -3.178  0.0182
H -1.582 1.768 2.868  0.0381
H 0.365 -1.030 -2.645  0.0242
H 0.050 1.235 3.573  0.0396
H 1.100 0.453 -0.817  -0.0062

Output
HOMO-LUMO gap, eV: 6.235
Highest occupied orbital energy, eV: -2.4
Lowest unoccupied orbital energy, eV: 3.8
Relative energy (zero: lowest compared OMol25 entry of this formula, charge and spin), eV: 0.077
Calculated total energy, Eh: -633.37788
Charge: -1


Which of these has the lowest calculated total energy?
C32H35AsCsN7O4S4Sb